The following is a DFT calculation (ωB97M-V with the def2-TZVPD basis set) of C21H23BBrN2O3PtS as an isolated structure in a non-equilibrium geometry.

Last column: Löwdin spin population.
Atoms and positions in Å:
1 C -1.14578 5.81401 -0.62249  0.009
2 C 1.87810 1.89081 7.14098  -0.001
3 Pt 0.82489 1.58377 1.65951  0.315
4 H -2.35133 0.83048 5.32360  0.000
5 H -2.81607 -2.92301 -3.82573  0.000
6 Br -1.62882 0.98000 1.94088  0.109
7 B 0.73711 0.07110 0.07752  0.058
8 C -0.01316 -1.46302 -1.29666  0.002
9 C -0.15000 -3.14415 -3.04104  0.000
10 H -0.86908 1.21289 7.23051  0.002
11 H 2.28353 2.92325 7.09210  -0.001
12 C -0.98916 -4.16518 -3.83731  0.000
13 N -0.03907 4.15456 0.75470  0.024
14 H 1.77394 -3.46806 -4.05641  0.000
15 H -1.94022 6.53585 -0.72637  0.001
16 C -0.71605 1.22152 3.80889  0.133
17 O 1.84869 -0.34089 -0.74883  0.005
18 C 1.97442 -1.98697 -2.54732  0.000
19 C 1.41854 1.75659 4.71990  0.015
20 C 0.80301 4.58986 -1.39809  0.010
21 C -0.16728 -4.90931 -4.91679  0.000
22 S 2.15666 2.68301 0.05504  0.173
23 C -0.48459 1.29929 6.21851  0.028
24 H -0.80629 -5.63406 -5.46691  0.000
25 H -1.81864 -2.49927 -1.77254  0.000
26 C -0.24951 5.57889 -1.59725  0.010
27 C 1.31782 -1.27075 -1.55525  0.002
28 C -0.77112 -2.38355 -2.01394  0.000
29 H 2.43306 2.00528 4.49624  0.001
30 H -2.17521 -5.96951 -3.42233  0.000
31 O -0.44222 -0.67170 -0.30357  0.013
32 H -2.21476 -4.76344 -2.09929  0.000
33 C 1.23960 -2.92527 -3.29167  0.000
34 H -1.74880 -2.67097 -5.25277  0.000
35 H -2.76919 -4.15134 -5.12788  0.000
36 C 0.90793 3.88684 -0.23878  0.028
37 C -1.56287 -5.22363 -2.87054  0.000
38 O 0.08841 3.42781 1.92287  0.036
39 C -1.30986 1.08643 5.17340  0.003
40 H 0.24696 -4.19609 -5.66191  0.000
41 H 3.02683 -1.82564 -2.74197  0.000
42 H 1.34386 1.76715 8.10684  0.000
43 C -1.04586 5.07453 0.61333  0.009
44 H 2.31617 0.79718 1.98828  -0.004
45 H -0.27804 6.10312 -2.54027  0.001
46 H -1.71801 5.19564 1.44822  0.001
47 C -2.14759 -3.43390 -4.54953  0.000
48 C 0.94888 1.65141 5.98226  -0.007
49 H 2.71789 1.16541 7.10715  -0.001
50 N 0.64375 1.55622 3.66995  0.025
51 H 0.66687 -5.48156 -4.45614  0.000
52 H 1.51072 4.42010 -2.19765  0.003
53 H -0.73906 -5.76171 -2.35345  0.000

- ⟨S²⟩ = 0.764
- lowest unoccupied orbital energy (spin up / spin down) (eV) = -0.19 / 0.00
- spin multiplicity = 2

=====

The following is a DFT calculation (ωB97M-V with the def2-TZVPD basis set) of C21H23ClN2O3 in the gas phase.

Last column: natural (NBO) charge in e.
Atoms and positions in Å:
1 H -2.13391 3.64644 -0.63763  0.190
2 C -1.37039 0.60445 -2.02825  0.683
3 H -1.56308 -2.61589 -2.68788  0.207
4 C -1.78454 -2.81085 3.50318  -0.180
5 H -3.03109 -2.71433 1.76051  0.215
6 H 0.36911 -2.99261 -1.14174  0.181
7 H 2.96211 -0.89032 0.24958  0.220
8 H -4.17652 0.57510 -1.17259  0.207
9 C 1.67960 0.78546 0.64018  -0.201
10 H -0.22211 -1.48607 -3.04977  0.235
11 H -2.73993 2.16582 -2.47203  0.240
12 C 3.31826 0.73133 -1.09700  -0.039
13 C 2.98630 2.02078 -1.47184  -0.240
14 C -2.95153 0.61563 0.61405  -0.509
15 C 0.33768 -2.53418 1.74117  -0.334
16 H -3.69863 0.64549 1.41032  0.243
17 O -1.22225 0.81585 2.22763  -0.645
18 H -2.61542 -2.91782 4.18444  0.213
19 C 2.67706 0.11041 -0.03739  -0.229
20 C 1.32609 2.07928 0.27345  -0.049
21 H -2.71102 -0.43929 0.46132  0.240
22 H 1.73624 3.69814 -1.07036  0.201
23 H 3.49381 2.49282 -2.29818  0.225
24 H 0.19020 3.83482 0.81084  0.200
25 C -1.68109 1.23042 1.17679  0.685
26 H 1.16123 0.30928 1.46021  0.244
27 C -1.53396 2.73929 -0.79460  -0.206
28 H -0.29963 -2.86326 5.04696  0.213
29 N -1.87180 -0.64575 -2.12973  -0.612
30 Cl 4.55454 -0.11784 -1.95710  -0.002
31 H -0.64898 2.99694 -1.38248  0.237
32 N -1.08704 2.22295 0.48150  -0.436
33 H -4.06955 2.14719 -0.40330  0.217
34 C -0.96346 -2.54557 1.25963  0.388
35 C -0.48683 -2.78230 3.98719  -0.241
36 C -0.29195 -2.12785 -0.99979  -0.077
37 C 0.56565 -2.64772 3.10268  -0.172
38 H -2.75988 -0.86135 -1.70915  0.400
39 H 0.21193 2.54256 2.04664  0.252
40 C -2.02469 -2.69466 2.15040  -0.282
41 O -0.23214 0.87593 -2.35177  -0.630
42 C -2.34397 1.69719 -1.56359  -0.313
43 C -3.49183 1.25523 -0.66015  -0.409
44 H 1.58178 -2.62751 3.46877  0.211
45 H 1.17586 -2.43882 1.06960  0.216
46 O -1.30761 -2.41950 -0.06107  -0.542
47 C 1.99091 2.68849 -0.78116  -0.131
48 C -0.98161 -1.77013 -2.31926  -0.241
49 C 0.17751 2.75430 0.97518  -0.243
50 H 0.30230 -1.26636 -0.66996  0.197

- lowest unoccupied orbital energy (eV) = 0.63
- relative energy (zero: lowest compared OMol25 entry of this formula, charge and spin) (kJ/mol) = 30.6
- SMILES string = O=C(NCCOc1ccccc1)[C@H]1CCC(=O)N(Cc2ccc(Cl)cc2)C1

=====

The following is a DFT calculation (ωB97M-V with the def2-TZVPD basis set) of C21H23ClN2O3S in the gas phase.

Last column: natural (NBO) charge in e.
Atoms and positions in Å:
1 C -3.64456 0.84478 0.49955  -0.006
2 H 3.76601 -0.74206 -2.32706  0.197
3 Cl -4.80872 0.59641 1.73167  0.041
4 O -0.81221 2.52427 -3.25659  -0.615
5 C -0.77010 1.50184 -2.60271  0.641
6 H 4.16133 0.85732 1.08332  0.199
7 C 3.65188 -0.83849 -0.13737  -0.430
8 H 1.23700 -2.33528 1.55552  0.213
9 H -3.66631 2.97634 0.68835  0.236
10 H -1.82342 -0.94063 -1.68591  0.252
11 S -3.67402 -1.91915 0.17793  2.331
12 C 3.38220 -0.20682 -1.46806  -0.211
13 C 3.36099 0.11769 1.01594  -0.393
14 H 1.78505 1.46113 1.63667  0.211
15 H -2.76300 -1.09108 4.14637  0.212
16 H 3.02785 -1.73515 -0.04634  0.200
17 H 1.61269 -0.28091 -3.99400  0.200
18 C -0.62177 -1.14999 4.10696  -0.189
19 H 3.33053 -0.43203 1.95802  0.205
20 C -0.89308 -2.25035 1.57636  -0.219
21 N 0.14780 0.52920 -2.79099  -0.609
22 N -3.29640 -2.14861 1.78582  -0.847
23 C -3.24384 2.13260 0.16648  -0.229
24 H 1.48772 -1.33922 3.79933  0.215
25 H -4.06604 -1.90899 2.39265  0.425
26 C 2.14852 1.69897 -0.47773  -0.434
27 H 1.23838 0.10460 0.65380  0.198
28 C 1.27181 0.70835 -3.68334  -0.211
29 O -2.89638 -2.80215 -0.63305  -0.931
30 C -1.76205 1.22285 -1.51089  -0.069
31 C -2.17732 -0.06014 -1.17219  -0.186
32 H 1.17015 2.10917 -0.74128  0.209
33 C 2.70763 0.92209 -1.63856  0.021
34 C -2.02564 -1.90975 2.30940  0.130
35 H 3.30165 1.41107 -3.64892  0.218
36 C 2.42100 1.48036 -3.00902  -0.436
37 C -3.11661 -0.24225 -0.17730  -0.365
38 H 4.69173 -1.17297 -0.09592  0.214
39 C -1.88269 -1.35374 3.57755  -0.242
40 H 2.80856 2.55096 -0.28174  0.213
41 H 2.13479 2.52907 -2.92516  0.218
42 H 0.91671 1.26321 -4.55402  0.228
43 H -1.01606 -2.69168 0.60107  0.236
44 C 0.50518 -1.49454 3.38095  -0.236
45 O -5.09789 -1.98380 0.10161  -0.918
46 H -0.52143 -0.72062 5.09255  0.217
47 C -2.31555 2.31179 -0.84089  -0.147
48 H 0.23465 -0.19997 -2.10132  0.402
49 C 2.03893 0.83841 0.77685  -0.398
50 C 0.36226 -2.04679 2.11873  -0.205
51 H -2.00795 3.30470 -1.13307  0.243

- lowest unoccupied orbital energy (eV) = 0.06
- relative energy (zero: lowest compared OMol25 entry of this formula, charge and spin) (kJ/mol) = 151.6
- SMILES string = O=C(NCCC1=CCCCC1)c1ccc(Cl)c(S(=O)(=O)Nc2ccccc2)c1

=====

The following is a DFT calculation (ωB97M-V with the def2-TZVPD basis set) of C21H23IN5O2S4SbW as an isolated structure in a non-equilibrium geometry.

Last column: Löwdin spin population.
Atoms and positions in Å:
1 C 2.96982 0.97713 4.09630  0.027
2 C 1.92600 -1.80223 -1.01093  0.085
3 H 1.22750 2.82408 1.34232  0.003
4 C 0.56623 1.42835 4.78464  0.006
5 H 0.80677 1.49074 5.84829  0.001
6 C -0.65173 3.95635 -3.15938  0.000
7 C 3.60848 -0.74564 -2.52981  0.019
8 C -0.43671 3.20876 -4.30192  0.003
9 C -0.59188 3.34449 -1.91583  0.003
10 H -0.25195 -2.36794 1.38130  0.000
11 I -1.58010 2.73531 1.17122  0.003
12 H 0.44772 -1.32820 4.80370  0.003
13 C 1.45712 1.89905 0.82392  0.071
14 S -3.05051 -0.67316 0.46250  0.024
15 N 1.91372 0.51610 -1.34725  0.178
16 H 3.01777 1.93967 3.58453  0.000
17 H 0.01679 1.22277 -4.99513  0.000
18 C -0.15961 1.86063 -4.13209  0.000
19 W -0.12372 0.58468 -0.10931  0.051
20 H 1.98203 2.55758 -1.60825  0.001
21 H 0.64822 2.41920 4.33393  0.000
22 C 1.45746 -0.91457 4.85059  0.020
23 S -1.47904 -0.46226 1.81826  0.028
24 S -1.39823 -4.32223 3.45753  0.002
25 C 0.78097 -3.89371 0.35975  0.094
26 C 0.45601 -2.58306 0.59806  0.012
27 H -0.87914 5.01564 -3.22715  0.000
28 H 2.13946 -1.64157 4.40505  0.001
29 O -2.83657 0.79435 -1.63859  0.007
30 S -2.74522 -1.44752 5.44005  0.000
31 O -1.11716 -0.70188 -1.26536  0.017
32 H 4.99161 0.34392 -3.71394  0.005
33 H -0.48190 3.64594 -5.29236  0.000
34 N 0.98207 -1.52423 -0.06162  0.128
35 C 1.04313 0.26945 2.74125  0.556
36 H 3.31849 1.10988 5.12399  0.007
37 C 3.52893 1.63806 -2.72971  0.090
38 C 2.30171 -3.13776 -1.30568  0.044
39 C 2.45492 1.62729 -1.88645  0.019
40 H 4.07129 -1.70047 -2.73690  -0.001
41 H 2.50273 1.76793 0.57331  0.002
42 H 1.99949 -5.19860 -0.87963  0.001
43 C 4.12403 0.39075 -3.06580  0.082
44 N -0.08681 1.26904 -2.94880  0.003
45 N -2.11002 0.18433 -0.80347  0.006
46 C 2.48881 -0.68694 -1.65548  0.148
47 C -0.29993 1.98217 -1.82893  0.005
48 H 3.89168 2.57649 -3.12453  0.007
49 H 1.72984 -0.77107 5.89891  0.001
50 Sb -2.83544 -2.55916 3.45822  0.002
51 N 1.02201 0.77669 1.62931  0.101
52 H 3.64413 0.28269 3.59210  0.001
53 C 1.72623 -4.17719 -0.63973  0.035
54 H 3.03590 -3.31890 -2.07753  0.002
55 H -0.76859 3.91842 -1.02304  0.000
56 H -0.46635 1.09002 4.67856  0.002
57 C 1.53632 0.43290 4.12260  0.089
58 H 0.28906 -4.64691 0.95920  0.005

- ⟨S²⟩ = 2.028
- lowest unoccupied orbital energy (spin up / spin down) (eV) = 4.19 / 3.98
- relative energy (zero: lowest compared OMol25 entry of this formula, charge and spin) (kJ/mol) = 657.5
- spin multiplicity = 3
- charge = -2

=====

The following is a DFT calculation (ωB97M-V with the def2-TZVPD basis set) of a 3-piece molecular cluster, C21H23INO11PS2 overall in a non-equilibrium geometry.

Last column: natural (NBO) charge in e.
Atoms and positions in Å:
1 S 3.86477 -1.45020 3.79301  2.499
2 C 0.05814 1.21435 -0.81512  -0.126
3 O 4.42012 -2.58670 3.09224  -0.871
4 C 3.32726 -1.53607 6.23177  -0.102
5 H 1.22520 -2.04736 5.89278  0.218
6 H 1.92040 -0.82507 0.59783  0.258
7 C -4.56415 1.13779 -2.43925  -0.185
8 H 3.46699 -4.75520 -3.03155  0.187
9 C 0.42020 6.73499 -0.51504  -0.069
10 H -0.39578 4.77280 -2.32281  0.257
11 C -4.90530 -1.17892 -0.72280  -0.363
12 C -1.80655 2.04409 -2.84295  0.520
13 C -2.31237 -0.21969 -1.25201  -0.112
14 C -2.94639 0.99821 -2.20708  -0.082
15 C 2.21332 -2.25466 5.47514  -0.104
16 H 2.51553 -2.55034 -3.49689  0.211
17 H 2.38188 -3.33664 5.45960  0.195
18 H -0.51408 6.26786 0.04483  0.187
19 O 1.18775 -6.31932 -4.91799  -0.879
20 O 3.94991 -0.09812 3.29197  -0.888
21 H -5.68668 -0.94464 1.75578  0.369
22 C -0.65410 -0.28171 -1.04318  0.542
23 H 0.19649 6.78138 -1.68193  0.162
24 H 2.79912 -4.27953 -1.44524  0.213
25 H 1.08063 -2.89245 -2.49098  0.221
26 C -0.56873 2.42443 -1.78439  -0.088
27 O 1.65600 -5.60012 -2.57117  -0.677
28 H 2.62246 6.06165 -1.13810  0.248
29 C 1.23958 1.44335 0.30299  0.056
30 C 1.82845 -3.33044 -3.16052  -0.114
31 C 0.06075 3.93714 -1.61054  -0.223
32 C 1.25266 4.21547 -0.49688  0.022
33 C 1.78075 5.79561 -0.36955  -0.466
34 H -7.43975 -2.43470 -0.51924  -0.020
35 O 0.02962 -1.42809 -1.09832  -0.557
36 O 4.42566 -1.47294 5.32362  -0.670
37 I -2.47581 -2.93974 0.83059  0.258
38 P -6.14084 -2.39136 0.15768  1.211
39 S 0.70544 -5.43234 -3.88502  2.492
40 H 2.62322 0.36243 1.91853  0.272
41 C -5.54396 0.03030 -1.68489  -0.185
42 H -5.59974 -3.73009 0.31449  -0.004
43 H -0.29560 8.56540 -0.26755  0.472
44 H 2.69864 3.17843 1.24365  0.251
45 C 1.84542 2.98182 0.44905  -0.221
46 N -6.30515 -1.80508 1.69097  -1.283
47 H 2.13908 5.94541 0.75733  0.235
48 C 1.70195 0.15275 1.20261  -0.703
49 H 3.03491 -0.51175 6.48443  0.193
50 O -1.86367 2.51613 -4.10703  -0.509
51 H 0.79713 -0.10760 1.93594  0.235
52 O 2.30367 -1.77637 4.13505  -0.673
53 H -6.72213 0.04005 -1.74796  0.251
54 O 0.60539 8.12617 -0.06984  -0.730
55 O 1.14186 -3.90822 -4.26846  -0.674
56 H 3.61602 -2.06646 7.14313  0.216
57 O -0.67197 -5.41017 -3.44527  -0.881
58 H -5.00149 2.00340 -3.10205  0.266
59 C 2.55293 -4.49382 -2.48867  -0.100
60 C -3.27511 -1.33550 -0.48474  -0.162

- lowest unoccupied orbital energy (eV) = -1.89
- SMILES string = Cc1cc(CCO)cc2c1C(=O)c1c(ccc([PH2]=N)c1I)C2=O.O=S1(=O)OCCO1.O=S1(=O)OCCO1

=====

The following is a DFT calculation (ωB97M-V with the def2-TZVPD basis set) of C21H23N3O3 in the gas phase.

Last column: natural (NBO) charge in e.
Atoms and positions in Å:
1 C 1.53346 -0.46982 1.01453  -0.241
2 H -2.32722 2.94699 -2.83970  0.220
3 H 0.93369 -2.91133 0.78981  0.193
4 H -1.12196 0.26376 3.48398  0.223
5 C 1.79394 0.92649 -1.24380  -0.452
6 H 3.96568 -1.15939 2.21006  0.207
7 O -0.97180 1.63908 2.01733  -0.481
8 C -0.90300 3.14190 0.20982  -0.243
9 H -0.04110 -0.09171 -1.76445  0.212
10 C -2.06280 2.67947 -1.82885  -0.219
11 C -3.29963 -1.10604 -0.25228  -0.316
12 C -2.23770 -0.46606 1.80664  0.674
13 O -2.35090 -1.60267 2.23093  -0.628
14 N 0.76394 -1.04746 -0.08679  -0.466
15 C -2.21087 1.11807 0.00060  0.145
16 H 1.49635 -1.15264 1.86530  0.206
17 C -1.38426 1.96004 0.75421  0.254
18 C -2.27376 -1.79649 -1.16056  0.674
19 H 1.44176 -1.01078 -2.07931  0.179
20 C 5.33012 -0.24889 0.82881  -0.218
21 C 4.33816 0.89331 -1.03683  -0.235
22 C -1.24388 3.50487 -1.08018  -0.212
23 H 6.21003 -0.56951 1.36718  0.211
24 H 1.89594 -2.75663 -0.69917  0.179
25 H 1.96902 1.33525 -2.23951  0.222
26 H 1.03431 0.46066 1.31016  0.211
27 C -0.21750 -3.09661 -1.01002  -0.237
28 H -1.58202 -2.67610 0.52936  0.419
29 C -1.74419 0.67074 2.68384  -0.151
30 N -2.62133 -0.10744 0.55878  -0.429
31 H -0.18806 -2.79445 -2.05857  0.231
32 O -2.20047 -1.58092 -2.35195  -0.631
33 C 0.94221 -2.48061 -0.21536  -0.217
34 H 4.44108 1.45881 -1.95215  0.208
35 H -0.16261 -4.18820 -0.95114  0.200
36 H -3.13392 0.84901 -1.92063  0.237
37 N -1.47475 -2.63213 -0.47680  -0.611
38 H -0.86526 4.42526 -1.49624  0.218
39 H -4.08374 -0.63416 -0.84420  0.225
40 C 0.94459 -0.34572 -1.35949  -0.220
41 H 1.24918 1.67412 -0.66053  0.218
42 H 6.44582 0.73871 -0.70602  0.211
43 C 5.46241 0.48636 -0.33706  -0.211
44 H -3.74365 -1.83157 0.43334  0.251
45 H -2.63279 1.14266 3.13831  0.196
46 C 4.07152 -0.57977 1.30369  -0.198
47 C 2.94603 -0.15986 0.61644  -0.067
48 C 3.07779 0.57792 -0.55932  0.068
49 H -0.25717 3.75579 0.81766  0.229
50 C -2.53794 1.49306 -1.29722  -0.239

- lowest unoccupied orbital energy (eV) = 0.75
- relative energy (zero: lowest compared OMol25 entry of this formula, charge and spin) (kJ/mol) = 161.5
- SMILES string = O=C(CN1C(=O)COc2ccccc21)NCCN1CCc2ccccc2C1